ORCA calculation (ωB97M-V with the def2-TZVPD basis set) on a molecular structure, C23H37N2O2P3Pd in a non-equilibrium geometry.

Positions of all 68 atoms, in Å:
P  3.64  -0.63  0.35
C  4.08  -0.76  2.07
H  5.17  -0.90  2.15
H  3.56  -1.61  2.54
H  3.80  0.17  2.60
C  3.20  -2.20  -0.45
H  3.14  -2.09  -1.54
H  2.22  -2.57  -0.11
H  3.95  -2.97  -0.22
C  4.86  0.32  -0.57
H  5.83  -0.21  -0.59
H  5.02  1.29  -0.07
H  4.54  0.51  -1.60
P  -1.04  3.58  -0.80
C  -1.14  4.29  0.88
H  -1.26  5.37  0.87
H  -0.20  4.01  1.39
H  -1.97  3.79  1.40
C  -0.05  4.78  -1.77
H  -0.19  4.58  -2.84
H  1.01  4.61  -1.53
H  -0.33  5.82  -1.54
C  -2.69  3.83  -1.55
H  -2.97  4.89  -1.61
H  -3.44  3.27  -0.97
H  -2.67  3.39  -2.57
P  -2.66  -2.32  0.49
C  -3.38  -2.69  2.11
H  -3.90  -3.66  2.00
H  -4.10  -1.91  2.40
H  -2.59  -2.77  2.87
C  -3.96  -2.57  -0.72
H  -4.38  -3.58  -0.56
H  -3.58  -2.50  -1.75
H  -4.77  -1.84  -0.60
C  -1.25  -3.39  0.20
H  -1.60  -4.43  0.29
H  -0.46  -3.22  0.95
H  -0.82  -3.25  -0.80
Pd  -0.08  0.38  -2.84
C  2.10  0.34  0.22
O  1.09  0.91  0.36
C  -2.01  -0.64  0.32
O  -1.52  0.42  0.29
C  -1.38  -0.02  -4.40
C  -0.76  -1.21  -3.97
C  0.64  -1.26  -3.88
C  1.40  -0.14  -4.22
C  0.77  1.03  -4.64
C  -0.61  1.10  -4.73
H  -2.47  0.05  -4.41
H  -1.36  -2.06  -3.63
H  1.15  -2.13  -3.46
H  2.49  -0.16  -4.09
H  1.39  1.90  -4.85
H  -1.09  2.04  -5.02
N  0.16  -0.47  7.80
C  0.16  -0.50  6.63
C  0.16  -0.54  5.19
C  0.49  -1.72  4.52
C  0.44  -1.73  3.12
N  0.08  -0.67  2.41
C  -0.22  0.47  3.04
C  -0.18  0.58  4.44
H  0.77  -2.63  5.05
H  0.70  -2.64  2.57
H  -0.50  1.33  2.44
H  -0.42  1.53  4.90

Results
Kohn-Sham gap (alpha / beta), Eh: 0.256 / 0.184
HOMO level (alpha / beta), eV: -18.5 / -19.2
Multiplicity: 5
LUMO energy (alpha / beta), Eh: -0.4233 / -0.5222
Energy relative to the best compared isomer or geometry (same formula, charge and spin), kcal/mol: 6.36
Total charge: +4

And the Mulliken charges, in e, turn out to be: 0.972, -1.183, 0.443, 0.347, 0.447, -0.984, 0.296, 0.235, 0.465, -1.108, 0.433, 0.407, 0.330, 0.889, -1.161, 0.450, 0.353, 0.362, -1.113, 0.366, 0.384, 0.440, -1.101, 0.421, 0.375, 0.329, 0.876, -1.178, 0.459, 0.429, 0.337, -1.091, 0.439, 0.290, 0.428, -0.680, 0.491, -0.037, 0.244, 0.597, 0.067, -0.168, 0.135, -0.194, -0.686, -0.270, -0.636, -0.204, -0.672, -0.329, 0.503, 0.530, 0.502, 0.511, 0.525, 0.621, -0.309, -0.338, 0.508, -0.832, -0.469, 0.323, -0.163, -0.602, 0.583, 0.485, 0.345, 0.532